(1)
Density functional theory data (ωB97M-V with the def2-TZVPD basis set) for a molecular structure, C27H20ClF9MnOP.

Element x y z (Å)
C (-0.67, 0.96, 2.87)
C (-0.55, 1.85, 1.85)
C (-1.50, 1.56, 0.82)
H (0.14, 2.69, 1.81)
C (-2.26, 0.44, 1.21)
C (-1.69, -0.09, 2.53)
H (-2.40, -0.20, 3.35)
H (-0.08, 0.92, 3.79)
H (-1.76, 2.21, -0.02)
H (-3.23, 0.13, 0.80)
Mn (-0.81, -0.85, 0.41)
Cl (-1.49, -2.42, -1.07)
P (0.55, 0.36, -1.30)
C (-0.70, 1.23, -2.31)
C (-0.43, 2.45, -2.95)
H (0.53, 2.94, -2.82)
C (-1.40, 3.04, -3.78)
H (-1.17, 3.98, -4.28)
C (-2.64, 2.42, -3.96)
H (-3.39, 2.87, -4.61)
C (-2.93, 1.22, -3.30)
H (-3.89, 0.73, -3.43)
C (-1.97, 0.64, -2.48)
H (-2.20, -0.30, -1.98)
C (1.88, 1.57, -0.96)
C (1.59, 2.83, -0.40)
H (0.55, 3.12, -0.23)
C (2.61, 3.71, -0.04)
H (2.36, 4.65, 0.45)
C (3.94, 3.39, -0.31)
H (4.74, 4.09, -0.05)
C (4.25, 2.16, -0.90)
H (5.28, 1.90, -1.12)
C (3.23, 1.25, -1.20)
H (3.48, 0.28, -1.64)
C (1.31, -0.86, -2.42)
C (1.36, -0.62, -3.80)
H (0.91, 0.29, -4.21)
C (1.97, -1.54, -4.65)
H (2.02, -1.34, -5.72)
C (2.51, -2.72, -4.13)
H (2.99, -3.44, -4.79)
C (2.44, -2.98, -2.76)
H (2.84, -3.91, -2.35)
C (1.83, -2.06, -1.91)
H (1.73, -2.29, -0.84)
F (0.13, -3.83, 3.26)
C (-0.02, -3.11, 4.40)
F (0.42, -3.91, 5.44)
F (0.84, -2.05, 4.34)
C (-1.44, -2.64, 4.58)
O (-1.09, -1.35, 2.23)
C (-2.59, -3.30, 3.87)
F (-3.13, -4.28, 4.67)
F (-3.60, -2.40, 3.62)
F (-2.26, -3.86, 2.69)
C (-1.72, -1.63, 5.66)
F (-1.94, -2.23, 6.87)
F (-0.66, -0.77, 5.81)
F (-2.82, -0.86, 5.38)

- 2S+1: 5
- HOMO-LUMO gap (alpha / beta): 7.582 / 5.668 eV
- M: 652.803 g/mol
- LUMO energy (alpha / beta): -0.818 / -1.983 eV

(2)
Density functional theory data (ωB97M-V with the def2-TZVPD basis set) for a molecular structure, C16H26B2MgN6O2.

Element x y z (Å)
C (-2.51, 1.00, -0.96)
N (-1.23, 0.60, -0.77)
N (-1.14, -0.69, -1.31)
C (-2.32, -1.01, -1.87)
C (-3.22, 0.02, -1.67)
B (0.07, -1.64, -1.55)
N (1.26, -0.77, -1.96)
N (1.45, 0.56, -1.66)
C (2.67, 0.90, -2.15)
C (3.17, -0.17, -2.92)
C (2.23, -1.18, -2.80)
Mg (0.30, 2.05, -0.70)
N (0.29, -2.85, -0.48)
N (0.64, -2.69, 0.86)
C (0.66, -3.91, 1.42)
C (0.37, -4.89, 0.44)
C (0.13, -4.17, -0.73)
H (0.86, -4.06, 2.46)
H (-0.16, -4.53, -1.70)
H (0.33, -5.94, 0.59)
H (-0.19, -2.31, -2.53)
H (2.20, -2.18, -3.21)
H (-2.41, -1.97, -2.35)
H (4.11, -0.19, -3.45)
H (-4.25, 0.03, -1.94)
H (3.10, 1.87, -1.92)
H (-2.85, 1.97, -0.60)
H (0.69, 0.86, 0.86)
C (1.47, 1.68, 1.02)
H (2.43, 1.31, 0.63)
H (1.26, 2.68, 0.53)
H (1.53, 1.86, 2.10)
C (-3.64, 3.04, 2.37)
C (-2.19, 2.88, 2.77)
C (-1.72, 4.19, 3.36)
O (-1.41, 2.68, 1.55)
B (-0.95, 1.39, 1.61)
O (-1.44, 0.63, 2.62)
C (-1.91, 1.59, 3.60)
C (-0.84, 1.73, 4.68)
C (-3.10, 1.00, 4.32)
H (-4.21, 3.34, 3.26)
H (-4.07, 2.11, 1.96)
H (-3.75, 3.83, 1.61)
H (-1.82, 4.99, 2.62)
H (-2.35, 4.44, 4.23)
H (-0.67, 4.15, 3.69)
H (-1.19, 2.40, 5.46)
H (-0.66, 0.74, 5.13)
H (0.13, 2.09, 4.30)
H (-3.96, 0.79, 3.66)
H (-2.82, 0.07, 4.82)
H (-3.43, 1.72, 5.09)

- HOMO-LUMO gap: 3.766 eV
- Total charge: +2
- M: 380.353 g/mol
- LUMO energy: -9.357 eV

(3)
Density functional theory data (ωB97M-V with the def2-TZVPD basis set) for a molecular structure, C41H42FeP2Te.

Element x y z (Å)
Fe (0.00, 0.22, 1.35)
C (-1.62, 0.94, -3.55)
C (-1.68, -0.37, -3.29)
C (-1.17, -1.42, -4.24)
C (0.21, -1.10, -4.88)
C (1.17, -0.23, -4.12)
C (1.26, 1.10, -4.22)
C (0.28, 2.04, -4.86)
C (-1.20, 1.58, -4.84)
C (1.66, 0.11, 2.60)
H (-1.97, 1.68, -2.84)
H (-2.23, -0.75, -2.42)
H (-1.89, -1.55, -5.07)
H (-1.12, -2.39, -3.72)
H (0.71, -2.08, -4.99)
H (0.03, -0.71, -5.89)
H (1.95, -0.79, -3.59)
H (2.21, 1.58, -3.97)
H (0.54, 2.27, -5.91)
H (0.33, 3.01, -4.32)
H (-1.80, 2.50, -4.93)
H (-1.42, 0.92, -5.68)
H (1.22, 0.79, 3.37)
H (2.75, 0.39, 2.67)
H (1.65, -0.90, 3.05)
P (-1.61, -0.58, 0.15)
P (1.98, 0.14, 0.49)
C (-0.25, -1.16, -0.92)
C (1.05, -0.68, -0.88)
C (-2.53, -2.09, 0.46)
C (-2.82, -2.99, -0.57)
C (-3.46, -4.20, -0.28)
C (-3.83, -4.49, 1.04)
C (-3.55, -3.58, 2.06)
C (-2.91, -2.37, 1.77)
C (-2.79, 0.67, -0.47)
C (-2.33, 1.98, -0.70)
C (-3.23, 3.01, -0.95)
C (-4.60, 2.77, -0.91)
C (-5.06, 1.47, -0.65)
C (-4.17, 0.43, -0.44)
C (3.43, -0.96, 0.56)
C (3.20, -2.29, 0.93)
C (4.27, -3.14, 1.20)
C (5.58, -2.66, 1.03)
C (5.81, -1.36, 0.56)
C (4.73, -0.51, 0.31)
C (2.58, 1.78, -0.03)
C (2.77, 2.80, 0.93)
C (3.07, 4.09, 0.51)
C (3.17, 4.38, -0.85)
C (3.03, 3.36, -1.81)
C (2.80, 2.05, -1.38)
H (-0.47, -2.09, -1.47)
H (1.71, -1.03, -1.71)
H (-2.56, -2.73, -1.59)
H (-3.70, -4.88, -1.09)
H (-4.37, -5.41, 1.25)
H (-3.86, -3.81, 3.08)
H (-2.70, -1.62, 2.55)
H (-1.24, 2.13, -0.79)
H (-2.85, 4.01, -1.20)
H (-5.31, 3.58, -1.09)
H (-6.13, 1.26, -0.64)
H (-4.52, -0.59, -0.27)
H (2.17, -2.65, 1.04)
H (4.08, -4.16, 1.56)
H (6.42, -3.30, 1.30)
H (6.83, -1.00, 0.42)
H (4.90, 0.51, -0.04)
H (2.68, 2.55, 1.99)
H (3.22, 4.89, 1.25)
H (3.37, 5.39, -1.19)
H (3.11, 3.57, -2.88)
H (2.78, 1.23, -2.11)
Te (-1.71, 0.91, 3.02)
C (-1.08, 0.44, 5.03)
C (-0.95, 1.44, 6.01)
C (-0.49, 1.10, 7.29)
C (-0.15, -0.23, 7.60)
C (-0.27, -1.22, 6.61)
C (-0.75, -0.89, 5.33)
H (-1.23, 2.47, 5.78)
H (-0.42, 1.87, 8.07)
H (0.18, -0.50, 8.60)
H (-0.02, -2.25, 6.84)
H (-0.88, -1.66, 4.57)

- 2S+1: 5
- Energy above the lowest of the compared OMol25 structures with the same formula, charge and spin: 166.2 kJ/mol
- HOMO-LUMO gap (alpha / beta): 5.115 / 6.820 eV
- M: 780.180 g/mol
- LUMO energy (alpha / beta): 0.103 / -0.056 eV

- Among the records above, which one has the highest M?
  C41H42FeP2Te

- The lowest M belongs to which entry?
  C16H26B2MgN6O2